62
Properties=species:S:1:pos:R:3:lowdin_charge:R:1 method="wB97M-V/def2-TZVPD" max_force_ha_per_bohr=0.1007 total_energy_ha=-3152.08203
Pt -0.294 0.002 0.032 1.1266
C 2.608 -1.446 0.148 -0.0667
N 2.056 -0.104 0.013 -0.2971
C 2.491 0.512 -1.237 -0.1901
C 1.644 -0.004 -2.398 -0.2351
N 0.252 0.296 -2.131 -0.0952
C -0.658 -0.022 -3.057 -0.2312
C -0.548 -0.998 -4.088 -0.1354
F 0.545 -1.797 -4.157 0.0632
C -1.539 -1.224 -5.025 -0.1502
F -1.359 -2.167 -5.962 0.1097
C -2.727 -0.504 -4.992 -0.1448
F -3.683 -0.712 -5.911 0.1038
C -2.903 0.438 -3.978 -0.1438
F -4.050 1.134 -3.896 0.1075
C -1.893 0.682 -3.076 -0.1553
F -2.060 1.679 -2.180 0.0789
C 2.406 0.718 1.168 -0.2024
C 1.741 0.209 2.448 -0.2251
N 0.346 -0.094 2.206 -0.0927
C -0.538 -0.104 3.203 -0.2173
C -0.491 0.561 4.460 -0.1327
F 0.554 1.360 4.786 0.0611
C -1.500 0.463 5.400 -0.1540
F -1.378 1.133 6.556 0.1081
C -2.647 -0.289 5.168 -0.1509
F -3.627 -0.358 6.084 0.0989
C -2.736 -0.975 3.959 -0.1482
F -3.803 -1.744 3.682 0.1048
C -1.709 -0.898 3.048 -0.1593
F -1.786 -1.679 1.947 0.0528
H 3.682 -1.394 0.372 0.1032
H 2.485 -1.996 -0.782 0.0828
H 2.096 -1.991 0.938 0.0882
H 3.555 0.306 -1.422 0.1330
H 2.347 1.592 -1.165 0.1217
H 1.836 -1.074 -2.539 0.0929
H 1.960 0.504 -3.321 0.1346
H 2.049 1.735 0.982 0.1138
H 3.499 0.749 1.309 0.1326
H 1.899 0.962 3.226 0.1099
H 2.238 -0.714 2.787 0.1151
C -1.040 -3.386 -1.241 -0.0586
C -2.216 -2.542 -0.944 -0.6242
N -2.147 -1.299 -0.608 -0.0308
C -3.366 -0.752 -0.311 -0.3352
C -4.408 -1.620 -0.456 -0.3148
S -3.840 -3.159 -0.961 1.0906
C -3.379 0.641 0.091 -0.3329
C -4.420 1.525 0.103 -0.3148
S -3.868 3.099 0.504 1.1009
C -2.255 2.473 0.651 -0.6220
N -2.181 1.202 0.429 -0.0397
C -1.064 3.318 0.889 -0.0632
H -0.164 -2.743 -1.333 0.0625
H -1.185 -3.957 -2.155 0.0845
H -0.875 -4.088 -0.423 0.0891
H -5.450 -1.448 -0.275 0.0767
H -5.450 1.348 -0.129 0.0774
H -1.333 4.366 0.987 0.0754
H -0.393 3.194 0.036 0.0824
H -0.546 2.986 1.788 0.0809